Record 1
C15H30AsF7O15Tl as an isolated structure in a non-equilibrium geometry. Source: the Open Molecules 2025 dataset; level of theory: wB97M-V/def2-TZVPD.

Structure (ORCA input):
```
! wB97M-V def2-TZVPD RIJCOSX def2/J DEFGRID3
* xyz 1 1
Tl 0.40 -1.89 0.52
As -4.00 -1.49 -4.19
F -5.52 -1.45 -5.17
F -4.31 0.23 -3.84
F -2.44 -1.42 -3.20
F -3.79 -3.22 -4.70
F -3.03 -0.99 -5.53
F -4.88 -1.99 -2.76
F 3.25 -2.56 -2.35
C 5.66 0.50 0.84
O 5.48 1.72 1.62
C 4.18 2.05 2.08
O 3.15 1.43 1.96
O 4.26 3.24 2.70
C 3.09 4.00 3.03
H 5.05 0.29 -0.04
H 5.71 -0.40 1.45
H 6.67 0.51 0.44
H 2.29 3.37 3.42
H 2.69 4.59 2.21
H 3.49 4.57 3.88
C 1.77 -8.72 2.51
O 2.98 -8.19 2.08
C 3.11 -7.11 1.39
O 2.31 -6.18 1.27
O 4.30 -7.30 0.76
C 4.99 -6.12 0.41
H 0.82 -8.53 2.00
H 1.71 -8.44 3.56
H 1.79 -9.81 2.59
H 6.06 -6.28 0.43
H 4.75 -5.38 1.18
H 4.72 -5.64 -0.53
C -6.27 0.42 1.26
O -6.49 -0.61 2.14
C -5.44 -1.32 2.60
O -4.31 -1.38 2.16
O -5.78 -2.03 3.72
C -6.78 -1.63 4.56
H -7.15 0.52 0.63
H -5.29 0.35 0.79
H -6.16 1.34 1.83
H -6.86 -2.29 5.43
H -7.69 -1.38 4.03
H -6.41 -0.72 5.04
C 1.44 1.78 -5.61
O 2.51 2.29 -4.77
C 2.50 2.05 -3.42
O 1.69 1.38 -2.88
O 3.42 2.78 -2.80
C 4.54 3.41 -3.41
H 0.48 2.13 -5.24
H 1.32 0.70 -5.54
H 1.68 2.10 -6.63
H 4.42 4.43 -3.79
H 4.82 2.88 -4.33
H 5.45 3.44 -2.82
C -2.00 4.72 -1.42
O -2.12 4.73 -0.03
C -2.04 3.62 0.77
O -1.76 2.50 0.37
O -2.21 3.97 2.05
C -2.51 5.29 2.55
H -2.38 5.66 -1.82
H -2.64 3.94 -1.81
H -1.00 4.53 -1.82
H -3.02 5.21 3.51
H -3.06 5.93 1.86
H -1.62 5.87 2.79
*
```

Values from the calculation:
LUMO = -11.41 eV
Energy above the lowest of the compared OMol25 structures with the same formula, charge and spin = 463.3 kJ/mol
HOMO-LUMO gap = 1.52 eV

=====

Record 2
C19H40InO6 as an isolated structure in a non-equilibrium geometry. Source: the Open Molecules 2025 dataset; level of theory: wB97M-V/def2-TZVPD.

Structure (ORCA input):
```
! wB97M-V def2-TZVPD RIJCOSX def2/J DEFGRID3
* xyz -1 1
O 3.22 0.83 0.44
C 3.16 1.47 -0.58
O 3.61 0.86 -1.74
C 2.63 2.88 -0.63
C 1.08 3.04 -0.81
In -0.12 1.15 -0.70
H 4.27 1.47 -2.10
H 3.12 3.39 -1.45
H 2.96 3.34 0.28
H 0.75 3.65 0.01
H 0.93 3.55 -1.74
H -1.90 1.42 -0.88
H 0.34 0.10 -2.10
H 0.24 0.29 0.81
C 7.07 3.39 0.94
C 8.06 2.47 0.24
C 7.17 1.77 -0.78
O 6.15 2.72 -1.13
C 6.17 3.81 -0.21
H 7.52 4.24 1.45
H 6.49 2.83 1.68
H 8.83 3.06 -0.26
H 8.56 1.77 0.91
H 6.69 0.89 -0.35
H 7.71 1.48 -1.68
H 6.57 4.69 -0.74
H 5.15 4.03 0.10
C -3.93 -2.03 2.28
C -4.21 -0.86 3.22
C -2.83 -0.19 3.28
O -2.21 -0.44 2.03
C -2.95 -1.41 1.30
H -4.83 -2.42 1.80
H -3.46 -2.85 2.83
H -4.93 -0.18 2.76
H -4.58 -1.15 4.20
H -2.21 -0.64 4.07
H -2.89 0.88 3.45
H -3.46 -0.90 0.48
H -2.25 -2.14 0.88
C -9.20 -2.00 2.43
C -9.48 -0.82 3.36
C -8.12 -0.15 3.41
O -7.50 -0.39 2.15
C -8.23 -1.39 1.44
H -10.09 -2.41 1.96
H -8.72 -2.81 2.99
H -10.22 -0.15 2.90
H -9.85 -1.11 4.34
H -7.49 -0.58 4.20
H -8.18 0.93 3.58
H -8.76 -0.90 0.61
H -7.53 -2.11 1.02
C 3.16 -2.30 -3.35
C 4.18 -3.18 -4.08
C 3.32 -3.85 -5.15
O 2.29 -2.92 -5.47
C 2.27 -1.86 -4.50
H 3.59 -1.46 -2.81
H 2.59 -2.91 -2.64
H 4.94 -2.55 -4.55
H 4.69 -3.89 -3.43
H 2.86 -4.77 -4.76
H 3.88 -4.09 -6.05
H 2.67 -0.96 -4.97
H 1.25 -1.66 -4.19
*
```

Values from the calculation:
LUMO = 2.42 eV
Energy above the lowest of the compared OMol25 structures with the same formula, charge and spin = 123.2 kJ/mol
HOMO-LUMO gap = 6.71 eV

=====

Record 3
An isolated molecule of C7H10ClP in a non-equilibrium geometry. Source: the Open Molecules 2025 dataset; level of theory: wB97M-V/def2-TZVPD.

Structure (ORCA input):
```
! wB97M-V def2-TZVPD RIJCOSX def2/J DEFGRID3
* xyz 0 1
C -0.29 1.61 0.81
C 1.62 0.34 -0.31
C -0.71 0.57 0.07
C 0.37 -0.09 -0.63
C -2.09 0.06 0.09
C 0.12 -1.20 -1.67
C 2.02 1.15 2.22
P 1.52 1.89 0.61
Cl 1.68 2.35 3.47
H -0.96 2.05 1.56
H 2.65 0.14 -0.73
H -2.06 -1.00 -0.13
H -2.60 0.59 -0.80
H -2.57 0.31 1.13
H -0.18 -2.18 -1.33
H 0.94 -1.39 -2.15
H -0.70 -0.75 -2.27
H 1.42 0.32 2.69
H 3.16 0.92 2.13
*
```

Values from the calculation:
LUMO = 0.52 eV
Energy above the lowest of the compared OMol25 structures with the same formula, charge and spin = 0.0 kJ/mol
SMILES = Cc1cp(CCl)cc1C
HOMO-LUMO gap = 9.23 eV